{
  "formula": "C31H41Cl2N2OPtSSi2",
  "method": "wB97M-V/def2-TZVPD",
  "multiplicity": 1,
  "e_lumo_ev": [1.27, 1.27],
  "gap_ev": [4.07, 4.07],
  "total_charge": -1,
  "symbols": ["Pt", "Cl", "C", "C", "C", "Cl", "C", "C", "C", "C", "N", "C", "C", "O", "H", "H", "H", "H", "C", "C", "C", "C", "C", "C", "C", "C", "C", "S", "C", "N", "H", "H", "H", "H", "H", "H", "H", "H", "C", "Si", "C", "C", "C", "Si", "C", "C", "C", "H", "H", "H", "H", "H", "H", "H", "H", "H", "H", "H", "H", "H", "H", "H", "H", "H", "H", "H", "C", "C", "C", "C", "C", "H", "H", "H", "H", "H", "H", "H", "H", "H", "H"],
  "xyz": [[-0.73471, 0.84821, -0.46867], [-5.11537, 1.82096, -3.58132], [-4.68204, 0.40274, -2.68383], [-5.57541, -0.65897, -2.63425], [-5.26669, -1.80017, -1.93573], [-6.41784, -3.11723, -1.92029], [-4.05553, -1.91650, -1.23119], [-3.68547, -3.05655, -0.48468], [-2.49035, -3.06853, 0.17764], [-1.65862, -1.94887, 0.12005], [-1.96695, -0.87226, -0.57703], [-3.14550, -0.82130, -1.27118], [-3.41832, 0.38533, -2.04786], [-2.58640, 1.32414, -2.11592], [-6.51939, -0.58307, -3.15629], [-4.35274, -3.90599, -0.44396], [-2.18086, -3.93053, 0.75242], [-0.70999, -1.91740, 0.64783], [-0.45754, -1.51343, -3.06203], [0.34246, -0.27863, -3.32916], [1.01204, -0.19394, -4.56430], [1.79550, 0.87806, -4.85362], [1.96382, 1.88058, -3.88235], [2.83685, 2.96729, -4.08842], [3.02336, 3.89044, -3.09591], [2.31983, 3.77644, -1.89319], [1.41828, 2.75018, -1.67712], [0.52800, 2.73915, -0.19290], [1.24800, 1.74634, -2.66331], [0.42882, 0.67048, -2.41090], [-0.24067, -2.26910, -3.81521], [-1.52328, -1.29143, -3.10013], [-0.22348, -1.91991, -2.08132], [0.90144, -1.00152, -5.27493], [2.30818, 0.95988, -5.80456], [3.36319, 3.04529, -5.03196], [3.71122, 4.71401, -3.24111], [2.46638, 4.49693, -1.09863], [3.97764, 0.09028, 3.85623], [2.23687, 0.21261, 3.11067], [1.13875, -0.82247, 4.29282], [1.70615, 2.01554, 3.39036], [2.13976, -0.40756, 1.41329], [3.16275, -1.62550, 0.55279], [3.21533, -1.38357, -1.32952], [2.47629, -3.39807, 0.77466], [4.97564, -1.66831, 1.10813], [4.01718, 0.57306, 4.83864], [4.71255, 0.57647, 3.21227], [4.27963, -0.95069, 3.98554], [1.21459, -0.49233, 5.33841], [1.44109, -1.87043, 4.24423], [0.08353, -0.77062, 4.00285], [1.56257, 2.22772, 4.45540], [0.77496, 2.25310, 2.86824], [2.46678, 2.69602, 3.00190], [1.23069, -0.14197, 0.86454], [2.22622, -1.52965, -1.77294], [3.90078, -2.09096, -1.80887], [3.54699, -0.37279, -1.58374], [1.49472, -3.47530, 0.29626], [2.34662, -3.62249, 1.83545], [3.12420, -4.17052, 0.33805], [5.37909, -0.65510, 1.15241], [5.58606, -2.24445, 0.40517], [5.09371, -2.11724, 2.09615], [-3.52673, 2.17203, 1.10340], [-2.61407, 1.31755, 1.99768], [-3.29885, -0.02961, 2.32758], [-2.33810, 2.05432, 3.32626], [-1.30956, 1.00009, 1.38150], [-4.57836, 1.98419, 1.33016], [-3.35262, 1.95191, 0.05081], [-3.32710, 3.23424, 1.25056], [-4.09707, 0.15412, 3.04667], [-2.59387, -0.73982, 2.76702], [-3.72462, -0.47619, 1.42943], [-3.28498, 2.28964, 3.81552], [-1.80051, 2.98619, 3.14555], [-1.73653, 1.44057, 4.00062], [-0.58839, 0.59488, 2.10313]],
  "atomic_forces_ev_per_a": [[0.509, 0.466, 1.836], [0.003, 0.038, -0.029], [-0.113, -0.205, 0.046], [0.149, 0.011, 0.054], [-0.184, -0.053, -0.036], [-0.009, -0.031, 0.012], [0.051, 0.160, -0.052], [0.196, 0.071, 0.067], [-0.225, -0.259, -0.024], [0.367, 0.275, 0.006], [-0.614, -0.214, -0.287], [-0.089, -0.256, 0.174], [0.273, 0.489, -0.085], [-0.500, -0.211, -0.370], [-0.006, -0.008, -0.007], [-0.013, 0.004, -0.014], [0.043, 0.034, 0.020], [0.020, -0.015, 0.035], [-0.059, 0.008, -0.051], [-0.072, -0.012, 0.397], [0.198, 0.113, -0.309], [-0.107, -0.160, 0.076], [-0.082, -0.025, 0.227], [0.075, 0.133, -0.020], [0.008, -0.044, -0.115], [-0.122, -0.163, 0.008], [0.016, 0.187, 0.120], [-0.113, -0.046, 0.076], [0.254, 0.120, -0.227], [-0.349, 0.064, -0.062], [0.016, 0.005, 0.009], [-0.014, -0.008, -0.009], [0.032, -0.003, -0.002], [-0.058, -0.013, 0.035], [0.032, -0.008, 0.010], [-0.001, -0.030, 0.004], [0.001, 0.001, 0.022], [0.000, 0.050, -0.039], [-0.096, 0.057, 0.101], [0.055, -0.707, -0.710], [0.081, 0.358, 0.349], [-0.087, -0.054, 0.011], [0.287, 0.047, 0.233], [-0.600, 0.410, 0.529], [0.045, -0.002, -0.071], [0.389, -0.154, -0.229], [-0.007, -0.093, -0.050], [-0.020, -0.017, -0.003], [-0.002, 0.001, -0.015], [0.022, -0.023, -0.005], [-0.065, -0.047, -0.014], [0.005, -0.022, -0.061], [-0.018, -0.018, -0.035], [0.008, 0.002, -0.001], [0.000, 0.038, -0.006], [-0.002, 0.003, -0.041], [0.149, 0.077, -0.037], [-0.008, 0.008, 0.019], [-0.030, -0.036, 0.013], [-0.030, 0.013, 0.030], [-0.032, 0.021, 0.001], [-0.003, 0.040, 0.031], [-0.076, -0.022, 0.000], [-0.001, 0.011, -0.008], [-0.025, -0.026, 0.008], [-0.002, 0.003, 0.026], [0.051, -0.141, -0.063], [-0.250, 0.846, 0.095], [0.358, -0.264, -0.191], [0.137, -0.104, 0.016], [0.315, -0.981, -1.526], [0.010, 0.046, 0.075], [-0.039, -0.007, -0.035], [0.037, -0.002, -0.019], [-0.009, 0.078, -0.014], [-0.056, -0.010, 0.056], [-0.022, -0.010, 0.015], [-0.024, 0.009, -0.038], [-0.009, 0.011, 0.022], [-0.015, 0.005, 0.003], [0.065, 0.191, 0.041]]
}

---

{
  "formula": "C4H11N3",
  "method": "wB97M-V/def2-TZVPD",
  "multiplicity": 1,
  "e_lumo_ev": -10.49,
  "gap_ev": 7.92,
  "total_charge": 2,
  "symbols": ["C", "C", "C", "C", "N", "N", "N", "H", "H", "H", "H", "H", "H", "H", "H", "H", "H", "H"],
  "xyz": [[0.22864, -2.84027, 0.74814], [0.66496, -0.97858, 2.18220], [-1.14502, 1.50855, -2.76079], [-1.00451, 0.84829, -1.54778], [-0.24702, -0.73487, 3.10710], [1.86958, -0.43773, 2.25195], [0.30463, -1.62281, 1.04116], [-0.11837, -3.10869, -0.24092], [0.49884, -3.65289, 1.42050], [-0.08994, 0.88691, -0.96628], [-2.08869, 2.10690, -2.76628], [-0.28805, 2.08018, -3.11372], [-1.56223, 0.84144, -3.55559], [-1.82064, 0.25544, -1.14386], [-0.04309, -0.15258, 3.90921], [-1.15902, -1.16688, 3.07837], [2.14803, 0.12112, 3.04637], [2.59030, -0.66610, 1.58186]],
  "atomic_forces_ev_per_a": [[0.167, -0.647, 0.256], [0.091, 0.065, 0.200], [0.404, 0.556, -0.749], [-0.366, -0.246, -0.011], [-0.017, -0.035, 0.176], [0.156, -0.069, 0.123], [-0.251, 0.826, -0.398], [-0.033, -0.051, -0.111], [0.034, 0.003, 0.129], [0.068, 0.051, 0.035], [-0.045, 0.037, 0.276], [-0.180, -0.058, 0.015], [0.078, -0.221, 0.210], [-0.048, 0.004, 0.026], [-0.001, -0.104, -0.062], [0.088, -0.011, -0.096], [0.003, -0.066, -0.013], [-0.149, -0.034, -0.007]]
}

---

{
  "formula": "C2H5FN2O",
  "method": "wB97M-V/def2-TZVPD",
  "multiplicity": 1,
  "e_lumo_ev": 0.64,
  "gap_ev": 8.99,
  "symbols": ["C", "C", "N", "N", "O", "F", "H", "H", "H", "H", "H"],
  "xyz": [[0.48122, 0.57702, -0.89461], [-1.54344, -0.49299, 0.73581], [1.77330, 0.67444, -0.73389], [-0.22206, -0.00066, 0.86654], [-0.41106, 0.71291, -1.63645], [0.73899, -0.99083, 1.21043], [-1.50994, -1.56093, 0.46260], [-1.96044, -0.24243, 1.62303], [-1.93360, 0.33905, 0.02826], [2.20085, -0.00438, -0.17347], [2.38618, 0.98881, -1.48824]],
  "atomic_forces_ev_per_a": [[-2.939, -2.238, 4.079], [1.685, 0.584, -3.191], [1.122, 1.167, -1.679], [3.191, 2.850, -2.634], [0.225, 1.017, -1.326], [-0.207, -0.833, 0.196], [-0.868, 0.485, -0.288], [-1.932, -0.107, 2.921], [0.048, -2.016, 0.380], [0.322, -0.877, 1.495], [-0.646, -0.032, 0.047]]
}

---

{
  "formula": "C4H6NP",
  "method": "wB97M-V/def2-TZVPD",
  "multiplicity": 1,
  "smiles": "[H]/P=C\\CC=C=N",
  "e_lumo_ev": 0.36,
  "gap_ev": 8.84,
  "symbols": ["H", "P", "C", "C", "C", "C", "N", "H", "H", "H", "H", "H"],
  "xyz": [[0.87988, -2.05759, -1.17374], [0.20910, -2.72263, -0.19037], [-0.70939, -1.37529, 0.04556], [-0.54708, -0.05690, -0.54689], [-0.37250, 0.93884, 0.58598], [0.76052, 1.61575, 0.71703], [1.78275, 2.29969, 0.74528], [-1.27402, -1.33395, 0.94788], [0.24579, 0.04799, -1.16854], [-1.49835, 0.35666, -1.05469], [-1.35249, 1.10213, 1.01341], [2.67285, 2.26195, 1.17653]],
  "atomic_forces_ev_per_a": [[0.996, 0.044, -1.284], [-0.380, -0.671, 0.497], [0.358, -0.505, 0.720], [-3.208, 1.936, 0.941], [0.522, 0.503, -0.556], [0.854, 0.464, 0.902], [-2.632, -0.214, -1.371], [-1.057, -0.299, 0.438], [2.263, -0.127, -2.320], [1.294, -1.073, 0.297], [0.607, 0.689, 0.939], [0.383, -0.748, 0.798]]
}

---

Number 1: molecular weight 811.90 g mol⁻¹. Number 2: molecular weight 101.15 g mol⁻¹. Number 3: molecular weight 92.07 g mol⁻¹. Number 4: molecular weight 99.07 g mol⁻¹.